(1)
This record from the OMol25 dataset describes the molecule C6H11NS in a non-equilibrium geometry. The level of theory is ωB97M-V with the def2-TZVPD basis set.

Structure (XYZ):
```
19
C6H11NS | the OMol25 dataset | ωB97M-V with the def2-TZVPD basis set
C -2.572 1.003 0.336
C -1.539 -0.019 0.519
C -0.112 0.399 0.270
N 0.385 1.368 -0.249
C 1.697 1.394 -0.591
S 2.645 0.222 0.549
C 1.242 -0.895 0.564
C 1.219 -1.829 -0.572
H -2.185 2.037 0.045
H -3.052 1.222 1.216
H -3.390 0.620 -0.302
H -1.595 -0.908 -0.068
H -1.571 -0.558 1.523
H 1.841 1.019 -1.613
H 2.197 2.422 -0.473
H 1.079 -1.266 1.495
H 1.885 -2.758 -0.404
H 1.699 -1.404 -1.426
H 0.125 -2.069 -0.819
```

Computed properties:
- Energy above the lowest of the compared OMol25 structures with the same formula, charge and spin: 1.848 eV
- Highest occupied orbital energy: -8.50 eV
- Kohn-Sham gap: 9.426 eV
- Structure (SMILES): CCC1=NCS[C@@H]1C
- LUMO energy: 0.9283 eV
- Net charge: 0


(2)
This record from the OMol25 dataset describes a cluster of 2 separate species, C6H11NS in total in a non-equilibrium geometry. The level of theory is ωB97M-V with the def2-TZVPD basis set.

Structure (XYZ):
```
19
C6H11NS | the OMol25 dataset | ωB97M-V with the def2-TZVPD basis set
C 0.971 0.774 3.264
C 2.015 0.831 2.424
N 1.847 0.990 1.121
C 1.037 1.631 0.482
S -0.238 2.926 1.071
H -0.042 0.951 2.789
H 1.216 0.781 4.296
H 3.014 0.632 2.806
H 0.858 1.430 -0.512
H -1.004 2.986 0.018
C 0.047 -1.002 -2.690
C -0.542 -0.219 -1.779
C -1.034 -0.608 -0.390
H 0.381 -2.046 -2.497
H 0.386 -0.687 -3.689
H -0.783 0.843 -2.084
H -0.508 -1.512 -0.140
H -2.121 -0.693 -0.499
H -0.729 0.259 0.212
```

Computed properties:
- Energy above the lowest of the compared OMol25 structures with the same formula, charge and spin: 2.960 eV
- Highest occupied orbital energy: -8.66 eV
- Kohn-Sham gap: 9.196 eV
- Structure (SMILES): C=C/N=C\S.C=CC
- LUMO energy: 0.5347 eV
- Net charge: 0


(3)
This record from the OMol25 dataset describes the molecule C6H11NS in a non-equilibrium geometry. The level of theory is ωB97M-V with the def2-TZVPD basis set.

Structure (XYZ):
```
19
C6H11NS | the OMol25 dataset | ωB97M-V with the def2-TZVPD basis set
S 1.963 -0.287 -0.451
C 0.337 0.258 0.285
C -0.201 -0.843 1.210
C -0.930 -1.763 0.244
C -1.683 -0.743 -0.693
C -0.724 0.449 -0.790
N -1.092 1.764 -0.209
C 0.104 1.684 0.645
H 2.821 -0.352 0.627
H -0.906 -0.442 1.930
H 0.603 -1.327 1.791
H -0.123 -2.294 -0.282
H -1.590 -2.524 0.666
H -1.791 -1.241 -1.668
H -2.667 -0.445 -0.356
H -0.305 0.549 -1.758
H -1.974 1.753 0.347
H 0.812 2.410 0.260
H -0.055 1.921 1.711
```

Computed properties:
- Energy above the lowest of the compared OMol25 structures with the same formula, charge and spin: 0.889 eV
- Highest occupied orbital energy: -8.99 eV
- Kohn-Sham gap: 9.843 eV
- Structure (SMILES): S[C@]12CCC[C@H]1NC2
- LUMO energy: 0.8571 eV
- Net charge: 0


(4)
This record from the OMol25 dataset describes the molecule C6H11NS2 in a non-equilibrium geometry. The level of theory is ωB97M-V with the def2-TZVPD basis set.

Structure (XYZ):
```
20
C6H11NS2 | the OMol25 dataset | ωB97M-V with the def2-TZVPD basis set
C -0.933 3.055 0.736
S -0.766 1.979 2.241
C -0.237 0.567 1.454
N -0.232 0.449 0.168
C 0.355 -0.822 -0.398
C -0.889 -1.463 -1.099
C 1.411 -0.485 -1.381
C 0.775 -1.714 0.816
S 0.416 -0.770 2.360
H -0.059 2.930 0.042
H -1.159 4.152 1.199
H -1.818 2.664 0.251
H -1.491 -0.799 -1.721
H -1.593 -1.710 -0.278
H -0.676 -2.545 -1.404
H 0.689 -0.002 -2.152
H 1.986 -1.282 -1.875
H 2.140 0.324 -0.988
H 0.158 -2.579 1.019
H 1.922 -1.947 1.011
```

Computed properties:
- Energy above the lowest of the compared OMol25 structures with the same formula, charge and spin: 1.218 eV
- Highest occupied orbital energy: -8.60 eV
- Kohn-Sham gap: 9.316 eV
- Structure (SMILES): CSC1=NC(C)(C)CS1
- LUMO energy: 0.7207 eV
- Net charge: 0


(5)
This record from the OMol25 dataset describes a cluster of 2 separate species, C6H11O in total in a non-equilibrium geometry. The level of theory is ωB97M-V with the def2-TZVPD basis set.

Structure (XYZ):
```
18
C6H11O | the OMol25 dataset | ωB97M-V with the def2-TZVPD basis set
C 0.479 1.344 3.501
O 1.526 2.226 3.193
C 0.277 0.746 2.141
C -1.748 -0.773 -1.798
C -0.539 -1.344 -1.958
C 0.564 -1.881 -1.331
C -0.498 -0.332 -3.108
H -0.317 1.933 3.900
H 0.770 0.476 4.209
H 1.207 0.176 1.875
H 0.235 1.681 1.486
H -2.016 0.183 -1.442
H -0.644 0.093 2.033
H 1.508 -1.701 -1.929
H 0.314 -2.520 -0.419
H -1.230 -0.550 -3.941
H 0.534 -0.441 -3.577
H -0.423 0.685 -2.836
```

Computed properties:
- Energy above the lowest of the compared OMol25 structures with the same formula, charge and spin: 6.306 eV
- Highest occupied orbital energy: -1.78 eV
- Kohn-Sham gap: 4.393 eV
- LUMO energy: 2.6105 eV
- Net charge: -1


(6)
This record from the OMol25 dataset describes a cluster of 2 separate species, C6H11O in total in a non-equilibrium geometry. The level of theory is ωB97M-V with the def2-TZVPD basis set.

Structure (XYZ):
```
18
C6H11O | the OMol25 dataset | ωB97M-V with the def2-TZVPD basis set
C -2.000 0.877 -0.095
O -2.774 1.955 -0.346
C -0.648 0.897 -0.874
C -0.109 -0.583 -0.985
C 1.311 -0.749 -0.336
C 1.620 -1.617 0.693
C 2.652 -1.114 1.667
H -2.493 -0.100 -0.303
H -1.640 0.839 0.977
H -0.788 1.520 -1.792
H 0.064 1.472 -0.261
H -0.866 -1.275 -0.577
H -0.027 -0.940 -2.031
H 1.754 0.262 -0.507
H 0.306 -0.599 1.191
H 2.426 -1.041 2.747
H 3.129 -0.201 1.313
H 3.364 -1.843 1.589
```

Computed properties:
- Energy above the lowest of the compared OMol25 structures with the same formula, charge and spin: 5.468 eV
- Highest occupied orbital energy: -2.47 eV
- Kohn-Sham gap: 5.578 eV
- LUMO energy: 3.1035 eV
- Net charge: -1